(1)
The following is a quantum chemistry calculation of C3H6N2O2 in the gas phase, from the OMol25 dataset.

Structure (XYZ):
```
13
Properties=species:S:1:pos:R:3
H -0.563 -1.554 -2.171
N -0.480 -1.030 -1.307
C 0.094 -1.731 -0.424
O 0.418 -1.321 0.797
C 0.290 0.032 1.266
C 0.393 1.268 0.341
N -0.710 1.623 -0.385
O 1.373 1.981 0.454
H 0.412 -2.772 -0.541
H -0.633 0.108 1.849
H 1.144 0.132 1.933
H -0.540 2.415 -0.991
H -1.198 0.847 -0.822
```

Properties
Strongest force on any atom = 0.007 hartree/bohr
DFT total energy = -377.8987 Ha
LUMO = 0.78 eV
SMILES string = [H]/N=C/OCC(N)=O
2S+1 = 1
Kohn-Sham gap = 10.53 eV

---

(2)
The following is a quantum chemistry calculation of 2 unconnected molecules or ions with the total composition C3H6N2O2 in a non-equilibrium geometry, from the OMol25 dataset.

Structure (XYZ):
```
13
Properties=species:S:1:pos:R:3
C 1.301 0.498 0.083
C -1.015 0.163 1.205
N -1.586 -0.506 0.180
O 2.284 -0.174 0.763
O 0.957 -0.177 -1.085
C -1.986 0.144 -0.909
N -2.292 0.704 -1.862
H 2.159 -1.123 0.628
H 0.578 0.424 -1.735
H -1.632 -1.525 0.089
H 1.647 1.523 -0.090
H 0.309 0.618 0.754
H -0.724 -0.568 1.979
```

Properties
Strongest force on any atom = 0.029 hartree/bohr
DFT total energy = -377.7523 Ha
LUMO = 0.24 eV
2S+1 = 1
Kohn-Sham gap = 8.80 eV

---

(3)
The following is a quantum chemistry calculation of C3H6N2O2 in the gas phase in a non-equilibrium geometry, from the OMol25 dataset.

Structure (XYZ):
```
13
Properties=species:S:1:pos:R:3
H -2.187 1.954 -1.379
N -1.269 1.518 -1.415
C -1.329 0.338 -0.989
O -0.170 -0.422 -1.059
C 0.472 -0.501 0.147
N 1.455 -1.458 0.105
C 0.505 0.548 1.133
O -0.661 -0.241 1.219
H -2.195 -0.205 -0.604
H 1.517 -2.105 -0.661
H 2.257 -1.369 0.700
H 0.445 1.588 0.823
H 1.161 0.355 1.982
```

Properties
Strongest force on any atom = 0.024 hartree/bohr
DFT total energy = -377.8249 Ha
LUMO = 0.98 eV
SMILES string = [H]/N=C/O[C@@]1(N)CO1
2S+1 = 1
Kohn-Sham gap = 10.41 eV

---

(4)
The following is a quantum chemistry calculation of a molecular structure, C3H6N2O2 in a non-equilibrium geometry, from the OMol25 dataset.

Structure (XYZ):
```
13
Properties=species:S:1:pos:R:3
C 0.790 0.978 -0.344
C 1.868 0.471 0.428
C -0.454 -0.007 -0.019
N 2.717 -0.317 0.711
N 0.024 -1.317 0.152
O -1.280 0.019 -1.210
O -1.277 0.361 1.003
H 0.629 1.889 0.205
H 0.203 0.981 -1.606
H 0.825 -1.317 0.759
H -0.633 -1.940 0.567
H -1.481 -0.836 -1.476
H -1.933 1.036 0.829
```

Properties
Strongest force on any atom = 0.126 hartree/bohr
DFT total energy = -377.6214 Ha
LUMO (alpha / beta) = 0.63 / -3.74 eV
2S+1 = 3
⟨S²⟩ = 2.011
Kohn-Sham gap (alpha / beta) = 6.75 / 6.80 eV

---

(5)
The following is a quantum chemistry calculation of C3H6N2O2S in the gas phase in a non-equilibrium geometry, from the OMol25 dataset.

Structure (XYZ):
```
14
Properties=species:S:1:pos:R:3
C 0.615 -1.117 -2.665
S 0.804 -0.804 -0.927
C -0.679 0.057 -0.624
O -1.516 0.120 -1.507
N -0.784 0.638 0.627
C -0.133 0.647 1.897
N 1.245 0.519 1.811
O -0.781 0.990 2.854
H -0.100 -2.018 -2.645
H 0.156 -0.189 -3.194
H 1.604 -1.369 -3.188
H -1.750 1.001 0.941
H 1.754 0.241 0.860
H 1.809 0.704 2.577
```

Properties
Strongest force on any atom = 0.080 hartree/bohr
DFT total energy = -776.1087 Ha
LUMO = 0.47 eV
SMILES string = CSC(=O)NC(N)=O
2S+1 = 1
Kohn-Sham gap = 10.30 eV

---

(6)
The following is a quantum chemistry calculation of C3H6N2O2S in the gas phase in a non-equilibrium geometry, from the OMol25 dataset.

Structure (XYZ):
```
14
Properties=species:S:1:pos:R:3
H 0.794 2.048 -0.255
N 0.036 1.574 0.164
C 0.262 0.297 0.075
N 1.284 -0.252 -0.603
C -0.852 -0.643 0.546
O -0.332 -1.933 0.508
C -2.178 -0.644 -0.166
O -2.790 -1.546 -0.588
S -2.921 1.021 0.040
H 1.297 -1.189 -0.878
H 2.169 0.156 -0.465
H -1.041 -0.267 1.548
H -1.036 -2.612 0.309
H -1.934 1.615 0.771
```

Properties
Strongest force on any atom = 0.095 hartree/bohr
DFT total energy = -776.0722 Ha
LUMO = 0.55 eV
SMILES string = [H]/N=C(\N)[C@H](O)C(=O)S
2S+1 = 1
Kohn-Sham gap = 10.01 eV

---

(7)
The following is a quantum chemistry calculation of C3H6N2O2S in the gas phase in a non-equilibrium geometry, from the OMol25 dataset.

Structure (XYZ):
```
14
Properties=species:S:1:pos:R:3
C -1.053 1.706 -0.112
C -0.650 0.140 0.006
N -1.296 -0.923 -0.143
O -2.798 -0.761 -0.070
O 0.669 -0.010 0.511
C 1.177 -1.356 0.118
N 2.432 -1.365 -0.230
S 3.057 0.307 -0.089
H -1.819 1.939 -0.844
H 0.077 2.193 -0.381
H -1.379 1.966 0.971
H -3.024 -1.642 -0.052
H 0.252 -2.043 0.191
H 4.355 -0.153 0.125
```

Properties
Strongest force on any atom = 0.099 hartree/bohr
DFT total energy = -775.9187 Ha
LUMO = 0.68 eV
SMILES string = C/C(=N\O)O/C=N\S
2S+1 = 1
Kohn-Sham gap = 9.69 eV

---

(8)
The following is a quantum chemistry calculation of C3H6N2O2S in the gas phase in a non-equilibrium geometry, from the OMol25 dataset.

Structure (XYZ):
```
14
Properties=species:S:1:pos:R:3
C -0.394 1.457 -1.611
C 0.072 0.265 -0.992
N 0.738 -0.779 -1.541
O 1.279 -1.576 -0.461
O 0.202 0.516 0.370
N 0.129 -0.542 1.356
C -0.690 -0.313 2.336
S -0.852 -0.972 3.900
H -1.405 1.773 -1.480
H 0.518 2.162 -1.549
H -0.201 1.373 -2.669
H 1.397 -2.596 -0.750
H 0.777 -1.280 1.199
H -1.572 0.512 1.893
```

Properties
Strongest force on any atom = 0.124 hartree/bohr
DFT total energy = -775.8825 Ha
LUMO = 0.31 eV
SMILES string = C/C(=N/O)ONC=S
2S+1 = 1
Kohn-Sham gap = 8.62 eV